88
Properties=species:S:1:pos:R:3:mulliken_spin:R:1 method="wB97M-V/def2-TZVPD" homo_energy_ev="-4.02 / -8.82" multiplicity=2 s2=0.7519 homo_lumo_gap_ev="3.905 / 8.667"
Hg 1.31 -1.21 -0.57 0.975
N 2.94 1.52 1.88 0.015
H 1.94 1.70 1.86 -0.002
H 3.47 1.49 1.02 -0.006
H 3.23 0.67 2.33 0.001
H 3.28 2.28 2.46 -0.002
B 3.55 -0.20 -0.57 0.142
H 4.10 -0.83 -1.25 -0.001
H 2.74 0.25 -1.12 0.011
H 3.13 -0.84 0.20 0.011
H 4.16 0.53 -0.06 0.049
B -0.06 0.52 0.01 -0.145
H -0.33 -0.25 0.72 0.014
H -0.79 1.31 0.14 0.020
H 0.92 0.86 0.29 -0.003
H -0.07 0.18 -1.01 0.045
C 1.63 -4.02 2.90 0.006
C 0.71 -2.89 2.45 -0.035
C -0.07 -1.96 3.39 0.000
O 1.54 -1.95 1.77 -0.101
H 1.10 -4.91 3.23 0.003
H 2.15 -3.75 3.82 0.001
H 2.35 -4.27 2.12 0.003
H 0.17 -3.36 1.63 0.066
H -0.40 -2.56 4.23 0.000
H -0.90 -1.42 2.93 0.003
H 0.55 -1.13 3.73 0.000
H 2.16 -1.61 2.42 0.021
C -1.56 4.00 -2.40 0.000
C -0.05 3.62 -2.45 -0.002
C 0.65 3.75 -1.11 0.001
O -0.01 2.28 -2.78 -0.003
H -1.68 5.05 -2.14 0.000
H -2.02 3.39 -1.62 0.001
H -1.99 3.90 -3.40 0.000
H 0.43 4.29 -3.17 0.000
H 0.11 3.32 -0.27 0.003
H 0.81 4.80 -0.87 0.000
H 1.59 3.21 -1.05 0.000
H -0.09 1.79 -1.95 0.003
C 1.89 -2.44 -4.47 -0.009
C 2.32 -1.21 -3.67 0.090
C 3.01 -0.08 -4.27 0.016
O 1.15 -0.91 -2.97 -0.227
H 0.98 -2.32 -5.06 -0.002
H 1.64 -3.16 -3.70 0.036
H 2.71 -2.95 -4.98 0.001
H 3.04 -1.56 -2.94 0.012
H 3.10 0.77 -3.59 0.000
H 2.44 0.44 -5.04 0.000
H 3.98 -0.35 -4.69 -0.001
H 0.47 -0.52 -3.53 0.025
C 0.03 4.43 3.60 0.000
C -0.14 2.92 3.74 -0.002
C -1.49 2.41 3.65 0.002
O 0.53 2.23 2.69 -0.006
H -0.46 4.80 2.71 0.000
H 1.07 4.75 3.52 0.000
H -0.41 4.99 4.43 0.000
H 0.42 2.78 4.66 0.000
H -1.43 1.36 3.95 0.000
H -1.94 2.65 2.69 0.001
H -2.22 2.80 4.37 0.000
H -0.03 1.82 2.03 0.003
C -3.45 -0.64 1.61 0.003
C -3.91 -0.14 0.21 -0.002
C -4.16 1.36 0.23 0.002
O -2.81 -0.33 -0.58 -0.006
H -4.37 -0.62 2.19 0.000
H -2.64 -0.05 2.05 -0.001
H -3.14 -1.68 1.56 -0.001
H -4.77 -0.77 -0.01 -0.001
H -4.61 1.75 -0.68 0.001
H -3.28 1.89 0.59 0.000
H -4.84 1.63 1.03 0.000
H -2.17 0.37 -0.44 -0.001
C -1.81 -4.49 -0.59 0.006
C -0.87 -3.68 -1.53 0.064
C -1.52 -3.24 -2.91 0.003
O -0.58 -2.56 -0.75 -0.194
H -2.66 -3.96 -0.16 0.002
H -1.31 -4.91 0.28 0.001
H -2.07 -5.38 -1.16 0.002
H 0.01 -4.30 -1.68 0.043
H -1.72 -4.00 -3.66 0.001
H -0.86 -2.56 -3.45 0.006
H -2.42 -2.71 -2.62 0.000
H -1.41 -2.22 -0.42 0.038

***

92
Properties=species:S:1:pos:R:3:mulliken_charge:R:1 method="wB97M-V/def2-TZVPD" total_charge=+1 homo_energy_ev=-8.41 multiplicity=1 homo_lumo_gap_ev=4.006
O -2.87 -1.27 4.47 -0.407
H -2.23 -0.60 4.72 0.465
H -2.40 -1.89 3.91 0.455
H -3.03 -1.71 5.31 0.454
O 3.07 -5.66 -1.83 -0.385
H 2.86 -5.80 -2.75 0.447
H 3.61 -6.32 -1.39 0.451
H 2.33 -5.30 -1.33 0.441
O -1.90 -0.52 -3.82 -0.391
H -1.81 -1.29 -3.25 0.447
H -1.83 -0.79 -4.74 0.465
H -2.66 0.04 -3.65 0.451
B -0.59 -2.78 0.15 -0.079
H 0.44 -2.60 -0.11 -0.206
H -1.09 -3.27 -0.68 -0.218
H -0.63 -3.41 1.02 -0.212
H -1.15 -1.91 0.42 -0.239
B 1.66 -5.43 -6.50 -0.190
H 2.46 -5.23 -7.20 -0.144
H 0.69 -5.51 -6.96 -0.212
H 1.97 -6.24 -5.86 -0.216
H 1.66 -4.65 -5.75 -0.193
C -4.90 -5.58 -7.31 -0.441
O -4.29 -5.51 -6.03 -0.521
H -5.85 -6.04 -7.02 0.180
H -4.99 -4.52 -7.53 0.202
H -4.47 -6.15 -8.13 0.267
H -3.33 -5.57 -6.11 0.309
C -4.07 5.07 -1.56 -1.299
C -4.89 3.80 -1.09 0.171
C -5.98 4.17 -0.17 -0.603
O -6.60 2.91 0.12 -0.318
C -7.47 3.00 1.21 -0.841
N -5.48 3.20 -2.35 -0.713
H -3.67 5.78 -0.83 0.368
H -4.67 5.70 -2.21 0.326
H -3.21 4.96 -2.22 0.342
H -4.38 3.06 -0.46 0.329
H -6.70 4.88 -0.60 0.385
H -5.52 4.58 0.74 0.349
H -7.10 2.99 2.24 0.293
H -8.05 2.08 1.27 0.293
H -8.28 3.67 0.91 0.344
H -6.06 3.91 -2.78 0.268
H -6.13 2.45 -2.13 0.311
C -2.81 -7.09 8.38 -1.320
C -3.54 -6.09 7.42 0.249
C -5.05 -6.38 7.57 -0.859
O -5.73 -5.41 6.85 -0.323
C -7.17 -5.49 6.80 -0.763
N -3.20 -4.71 7.80 -0.665
H -2.09 -6.71 9.10 0.428
H -2.38 -7.84 7.71 0.313
H -3.47 -7.71 8.98 0.337
H -3.20 -6.31 6.41 0.432
H -5.26 -6.47 8.64 0.378
H -5.22 -7.31 7.04 0.446
H -7.45 -4.58 7.33 0.263
H -7.61 -6.38 7.26 0.356
H -7.43 -5.36 5.75 0.222
H -3.66 -4.65 8.69 0.253
H -2.20 -4.78 7.95 0.271
C 5.87 3.10 -2.48 -1.578
C 6.56 3.46 -1.22 1.678
C 8.04 3.30 -1.46 -1.320
C 8.64 4.49 -2.29 -0.799
C 8.36 5.79 -1.59 -1.088
C 6.82 6.03 -1.32 0.980
N 6.14 4.79 -0.84 0.408
O 4.78 4.90 -0.50 -0.470
C 6.70 7.21 -0.28 -1.726
C 6.15 6.54 -2.70 -1.492
C 6.22 2.52 -0.04 -1.955
H 6.27 2.19 -2.91 0.387
H 5.84 3.87 -3.25 0.252
H 4.87 2.81 -2.16 0.329
H 8.67 3.35 -0.57 0.340
H 8.23 2.32 -1.89 0.541
H 8.21 4.55 -3.29 0.326
H 9.70 4.28 -2.44 0.413
H 8.89 6.67 -1.96 0.463
H 8.67 5.78 -0.54 0.418
H 5.68 7.57 -0.13 0.399
H 7.21 7.08 0.67 0.384
H 7.10 8.08 -0.80 0.415
H 6.85 7.28 -3.10 0.432
H 6.09 5.86 -3.55 0.307
H 5.23 7.11 -2.64 0.354
H 6.52 2.99 0.90 0.435
H 6.74 1.57 0.11 0.336
H 5.14 2.48 0.01 0.454
H 4.84 4.57 0.40 0.378

***

94
Properties=species:S:1:pos:R:3:mulliken_charge:R:1 method="wB97M-V/def2-TZVPD" homo_energy_ev=-9.10 multiplicity=1 homo_lumo_gap_ev=9.316
C -4.80 -0.88 0.01 -1.000
O -3.83 -0.09 -0.72 -0.224
C -3.76 -0.23 -2.15 -0.551
C -3.28 -1.63 -2.62 0.782
C -1.94 -2.05 -2.08 -1.128
N -3.21 -1.63 -4.09 -0.828
H -4.34 -1.87 0.00 0.352
H -5.82 -1.00 -0.36 0.302
H -4.91 -0.56 1.04 0.284
H -4.70 0.08 -2.60 0.617
H -3.09 0.58 -2.45 -0.218
H -4.08 -2.34 -2.40 0.284
H -1.14 -1.38 -2.39 0.088
H -1.66 -2.98 -2.59 0.512
H -1.90 -2.25 -1.01 -0.047
H -3.19 -2.60 -4.38 0.265
H -4.07 -1.32 -4.53 0.249
C 7.12 -3.74 0.55 -0.800
O 5.86 -3.07 0.42 -0.282
C 5.44 -2.50 1.65 -0.970
C 3.94 -2.06 1.68 0.855
C 3.51 -1.01 0.66 -1.250
N 3.57 -1.57 3.00 -0.561
H 6.99 -4.64 1.15 0.333
H 7.94 -3.08 0.85 0.304
H 7.31 -4.03 -0.48 0.238
H 5.63 -3.16 2.51 0.410
H 6.07 -1.62 1.83 0.337
H 3.35 -2.96 1.49 -0.035
H 2.43 -0.84 0.77 0.024
H 3.65 -1.28 -0.39 0.243
H 3.94 -0.02 0.78 0.525
H 4.06 -2.00 3.78 0.219
H 3.76 -0.58 3.10 0.257
C -0.28 4.09 0.49 0.064
O -0.63 5.08 -0.44 -0.626
H 0.47 3.41 0.09 -0.056
H 0.09 4.52 1.43 0.313
H -1.17 3.51 0.74 -0.036
H -0.68 4.59 -1.26 0.331
C -0.24 2.38 4.03 0.026
O 0.71 3.38 3.84 -0.544
H -0.98 2.49 3.23 -0.123
H 0.17 1.37 3.94 0.057
H -0.80 2.46 4.96 0.324
H 1.21 3.28 3.03 0.295
C 2.05 -1.40 -2.83 -0.385
O 2.14 -2.63 -2.08 -0.499
H 2.10 -1.57 -3.90 0.393
H 1.13 -0.85 -2.65 -0.042
H 2.82 -0.65 -2.59 0.246
H 3.05 -2.92 -2.18 0.270
C 2.74 2.05 -1.70 -0.511
O 2.50 2.23 -3.07 -0.624
H 3.65 1.46 -1.52 0.468
H 2.94 3.00 -1.20 0.456
H 1.93 1.52 -1.19 -0.092
H 3.27 1.99 -3.58 0.330
C 0.28 -3.70 0.75 -0.152
O 1.21 -4.37 -0.11 -0.575
H 0.48 -2.63 0.76 -0.198
H -0.73 -4.00 0.47 0.340
H 0.36 -4.04 1.79 0.248
H 1.59 -3.65 -0.63 0.405
C -3.89 2.45 2.41 -0.497
O -5.04 3.14 1.99 -0.623
H -3.71 1.56 1.79 0.079
H -3.04 3.11 2.25 0.173
H -4.04 2.11 3.44 0.367
H -4.91 3.36 1.06 0.410
C -0.72 2.13 -3.08 -0.476
O -0.07 3.37 -3.02 -0.603
H -0.30 1.51 -3.88 0.380
H -0.68 1.61 -2.13 0.075
H -1.74 2.27 -3.43 0.294
H 0.86 3.13 -3.01 0.348
C -0.46 -0.03 0.47 -0.199
O -1.50 0.93 0.24 0.394
H -0.93 -0.89 0.96 0.259
H -0.06 -0.34 -0.49 -0.089
H 0.27 0.40 1.15 0.332
H -2.26 0.57 -0.24 -0.610
C -3.82 3.26 -1.46 0.083
O -4.82 3.86 -0.67 -0.557
H -3.20 2.60 -0.86 -0.312
H -4.29 2.64 -2.23 0.249
H -3.23 4.08 -1.87 0.345
H -5.25 4.48 -1.26 0.321
C -0.23 -2.00 4.00 -0.793
O 0.71 -1.40 3.15 -0.202
H -1.20 -1.55 3.79 0.210
H -0.29 -3.07 3.81 0.277
H 0.00 -1.73 5.04 0.329
H 1.60 -1.70 3.38 0.345

***

129
Properties=species:S:1:pos:R:3:mulliken_charge:R:1 method="wB97M-V/def2-TZVPD" total_charge=+1 homo_energy_ev=-10.23 multiplicity=1 homo_lumo_gap_ev=6.008
C -0.08 4.49 3.73 -1.501
C -0.72 3.11 3.50 1.793
O -0.81 2.33 4.69 -0.470
C 0.18 1.36 4.87 0.724
C 1.43 1.85 5.56 -0.981
O 2.31 2.55 4.64 -0.361
C 3.19 1.76 3.96 -0.213
S 2.79 1.98 2.10 0.154
Br 4.51 1.19 1.09 -0.098
B 1.64 0.47 1.55 -0.185
O 2.15 -0.77 1.68 -0.320
O 0.48 0.71 0.93 0.737
H -0.67 5.26 3.22 0.331
H 0.96 4.55 3.37 0.355
H -0.04 4.71 4.81 0.374
H -0.15 2.54 2.74 -1.074
H -1.72 3.26 3.11 0.129
H 0.48 0.94 3.88 -0.553
H -0.25 0.53 5.44 0.521
H 1.17 2.61 6.32 0.404
H 1.97 1.03 6.05 0.377
H 4.22 2.13 3.99 0.433
H 3.16 0.70 4.19 0.133
H 2.57 -1.06 2.50 0.302
H 0.11 1.60 0.90 -0.017
C -1.19 -2.52 2.99 0.297
O -1.59 -2.97 4.05 -0.706
N -0.70 -3.31 1.99 -0.116
N -1.24 -1.18 2.70 0.240
H -0.36 -2.95 1.11 0.088
H -0.66 -4.30 2.15 0.209
H -1.61 -0.59 3.43 0.079
H -0.97 -0.78 1.82 -0.195
C -3.30 4.76 0.80 0.532
O -3.10 4.24 1.91 -0.495
N -4.54 4.82 0.26 -0.381
N -2.29 5.31 0.08 -0.351
H -4.74 5.24 -0.62 0.148
H -5.29 4.37 0.78 0.193
H -1.36 5.26 0.45 0.171
H -2.42 5.70 -0.84 0.172
C 2.62 -1.19 -2.25 0.688
O 2.57 -1.24 -3.48 -0.695
N 3.80 -1.31 -1.57 0.002
N 1.50 -1.05 -1.48 0.489
H 3.84 -1.29 -0.57 -0.084
H 4.66 -1.46 -2.08 0.318
H 0.62 -0.98 -1.96 -0.438
H 1.52 -1.08 -0.48 -0.298
C 5.10 -0.83 4.65 0.707
O 4.17 -1.07 3.87 -0.627
N 6.05 0.09 4.32 -0.306
N 5.20 -1.42 5.86 -0.423
H 6.79 0.41 4.91 0.180
H 5.93 0.44 3.38 0.096
H 4.51 -2.10 6.11 0.242
H 5.96 -1.23 6.50 0.164
C -5.87 1.55 0.83 0.399
O -6.49 2.58 1.09 -0.743
N -4.92 1.46 -0.14 -0.063
N -6.09 0.39 1.51 -0.285
H -4.46 0.59 -0.34 0.156
H -4.67 2.29 -0.65 0.204
H -6.78 0.40 2.24 0.180
H -5.57 -0.45 1.30 0.211
C 2.81 -5.07 -1.91 0.564
O 2.19 -4.64 -0.94 -0.598
N 3.00 -4.33 -3.04 -0.240
N 3.36 -6.33 -1.91 -0.408
H 3.50 -4.65 -3.84 0.181
H 2.60 -3.41 -3.03 0.198
H 3.24 -6.89 -1.09 0.241
H 3.87 -6.70 -2.69 0.143
C 6.61 -0.10 -3.38 0.731
O 6.59 -0.87 -2.42 -0.754
N 5.44 0.47 -3.80 -0.253
N 7.73 0.23 -4.06 -0.272
H 5.35 1.10 -4.58 0.149
H 4.62 0.15 -3.32 0.027
H 8.58 -0.19 -3.76 0.214
H 7.73 0.86 -4.85 0.219
C -5.75 4.76 4.77 0.503
O -6.58 4.94 5.64 -0.683
N -5.60 5.57 3.68 -0.299
N -4.86 3.71 4.79 -0.255
H -4.91 5.39 2.98 0.155
H -6.23 6.35 3.58 0.178
H -4.92 3.07 5.55 0.160
H -4.19 3.56 4.05 0.213
C 8.40 3.11 -6.72 0.636
O 8.23 1.96 -6.32 -0.748
N 7.99 3.50 -7.95 -0.398
N 9.02 4.05 -5.95 -0.371
H 8.13 4.43 -8.30 0.168
H 7.54 2.82 -8.53 0.220
H 9.34 3.77 -5.05 0.212
H 9.18 4.99 -6.26 0.175
C -4.51 -2.63 0.26 0.623
O -4.10 -1.48 0.10 -0.668
N -5.29 -3.28 -0.63 -0.285
N -4.11 -3.30 1.37 -0.351
H -5.62 -4.22 -0.49 0.085
H -5.58 -2.81 -1.47 0.196
H -3.48 -2.77 1.95 0.217
H -4.32 -4.25 1.60 0.143
C -1.34 1.33 -1.95 0.404
O -0.97 2.37 -1.40 -0.655
N -0.97 1.01 -3.23 -0.283
N -2.12 0.40 -1.35 0.274
H -1.30 0.16 -3.66 0.175
H -0.40 1.65 -3.73 0.206
H -2.42 0.60 -0.41 -0.084
H -2.40 -0.45 -1.81 0.266
C -1.84 -3.11 -3.21 0.721
O -2.25 -1.97 -3.01 -0.863
N -0.63 -3.36 -3.79 -0.313
N -2.58 -4.20 -2.86 -0.363
H -0.29 -4.29 -3.96 0.157
H -0.07 -2.57 -4.06 0.153
H -3.49 -4.03 -2.48 0.150
H -2.27 -5.14 -3.03 0.159
C -6.49 -5.05 -3.92 0.650
O -6.15 -4.07 -3.27 -0.638
N -6.13 -5.22 -5.22 -0.406
N -7.26 -6.05 -3.38 -0.388
H -6.41 -6.00 -5.78 0.164
H -5.58 -4.49 -5.64 0.223
H -7.57 -5.94 -2.44 0.205
H -7.56 -6.85 -3.90 0.163